{"formula": "C14H20Br36NO", "method": "ωB97M-V/def2-TZVPD", "e_tot_ha": -93339.5610, "charge": 1, "lumo_energy_ev": -3.14, "orbital_gap_ev": 7.99, "homo_ev": -11.131, "spin_multiplicity": 1, "species": ["N", "C", "C", "O", "H", "H", "H", "H", "H", "H", "H", "H", "C", "Br", "Br", "Br", "H", "C", "Br", "Br", "Br", "H", "C", "Br", "Br", "Br", "H", "C", "Br", "Br", "Br", "H", "C", "Br", "Br", "Br", "H", "C", "Br", "Br", "Br", "H", "C", "Br", "Br", "Br", "H", "C", "Br", "Br", "Br", "H", "C", "Br", "Br", "Br", "H", "C", "Br", "Br", "Br", "H", "C", "Br", "Br", "Br", "H", "C", "Br", "Br", "Br", "H"], "positions_angstrom": [[0.372295, -3.560931, -4.689731], [1.009717, -4.709494, -5.433998], [2.014919, -5.455340, -4.605320], [3.286643, -5.434293, -5.159986], [-0.627790, -3.689902, -4.616441], [0.547069, -2.702801, -5.200922], [0.741824, -3.456536, -3.748021], [0.214737, -5.364378, -5.682867], [1.413690, -4.314871, -6.332809], [1.724869, -6.474391, -4.548658], [2.041552, -5.088403, -3.597826], [3.426667, -4.635627, -5.658968], [-2.019923, -3.157560, -1.534043], [-2.684632, -4.079631, -3.096449], [-0.243196, -3.739867, -1.017315], [-2.137452, -1.259196, -1.773992], [-2.672258, -3.425549, -0.719148], [7.008410, -5.731931, -2.095088], [8.198987, -4.967895, -3.399293], [7.854993, -7.123263, -1.080764], [6.263471, -4.375943, -0.948362], [6.192123, -6.175729, -2.631878], [-3.479052, 2.327289, -4.136369], [-4.775529, 3.403382, -3.211813], [-1.890809, 2.027704, -3.081169], [-4.256512, 0.674039, -4.720739], [-3.179145, 2.873885, -5.013444], [-5.776019, 2.656306, 0.544835], [-7.016008, 3.697706, 1.575841], [-4.146457, 2.330255, 1.503873], [-6.568200, 1.019573, -0.076023], [-5.515760, 3.232018, -0.325585], [1.367124, -4.958867, 2.169842], [1.079506, -6.491122, 3.286855], [1.822818, -3.392635, 3.171367], [2.682177, -5.290077, 0.800667], [0.438711, -4.754790, 1.665989], [-0.845683, 0.131395, 3.852744], [0.913661, 0.288255, 4.597304], [-0.806477, -0.484064, 2.026438], [-1.989212, -0.965668, 4.937770], [-1.268258, 1.122443, 3.839858], [0.731668, 4.540784, 3.925265], [2.558635, 4.992857, 4.288045], [0.565217, 3.460475, 2.337208], [-0.097817, 3.700022, 5.443246], [0.201509, 5.457893, 3.740135], [4.398443, 6.389655, 8.110721], [4.591364, 7.808507, 6.831430], [2.549373, 5.962167, 8.428380], [5.414841, 4.835405, 7.609098], [4.805929, 6.747771, 9.040959], [-5.581269, -0.146116, 6.557157], [-5.367551, 0.467621, 8.364590], [-5.662231, -2.066713, 6.468865], [-7.101831, 0.663387, 5.705444], [-4.706995, 0.160168, 6.009184], [1.099919, -3.120466, -9.215179], [0.124943, -2.118208, -7.877155], [2.833219, -3.641912, -8.562310], [0.095246, -4.630175, -9.830599], [1.254965, -2.461009, -10.051888], [-7.967287, 2.741366, -5.659776], [-7.972766, 1.034619, -4.771457], [-6.562991, 2.861279, -6.971073], [-9.679631, 3.141305, -6.427281], [-7.766667, 3.487931, -4.911518], [7.730390, 9.959421, 9.148032], [9.077913, 8.834448, 9.927759], [7.781744, 9.892733, 7.225871], [5.982323, 9.549743, 9.844651], [7.951804, 10.971547, 9.435835]], "atomic_forces_ev_per_a": [[0.6, 0.0, -0.4], [-0.6, 0.1, 0.9], [0.4, 0.3, -0.3], [0.8, -0.5, -0.1], [-0.6, 0.1, 0.2], [-0.1, 0.4, -0.1], [0.0, 0.0, 0.3], [-0.8, -0.5, -0.4], [0.4, 0.3, -0.7], [-0.3, -1.0, 0.1], [-0.1, 0.4, 0.9], [0.2, 0.5, -0.2], [0.0, 0.2, 0.2], [0.1, -0.1, 0.0], [-0.1, 0.1, -0.3], [0.1, -0.1, 0.0], [-0.1, -0.1, 0.1], [0.2, 0.1, 0.1], [0.0, 0.0, 0.0], [0.0, 0.0, 0.0], [-0.1, 0.0, 0.0], [-0.2, -0.1, -0.1], [-0.1, -0.1, 0.1], [0.0, 0.0, 0.0], [-0.1, 0.1, 0.0], [0.1, -0.1, 0.0], [0.1, 0.1, -0.1], [-0.1, 0.0, 0.1], [0.0, 0.0, 0.0], [0.1, 0.0, 0.0], [0.0, 0.0, 0.0], [0.0, 0.1, -0.1], [0.0, 0.0, 0.1], [0.1, 0.0, 0.0], [0.0, 0.1, 0.1], [0.1, -0.1, -0.1], [-0.2, 0.0, -0.1], [0.1, 0.0, 0.1], [0.1, -0.2, 0.0], [0.0, 0.0, -0.1], [0.0, -0.1, 0.0], [-0.1, 0.2, 0.0], [0.1, -0.1, 0.1], [0.0, 0.0, 0.0], [-0.1, 0.0, 0.0], [-0.1, 0.1, 0.0], [-0.1, 0.1, 0.0], [0.0, 0.0, -0.1], [-0.1, -0.1, -0.1], [0.0, 0.0, 0.0], [0.0, 0.0, 0.0], [0.1, 0.1, 0.1], [-0.1, 0.0, 0.1], [0.0, 0.0, 0.0], [0.0, 0.0, 0.0], [0.0, 0.0, 0.0], [0.1, 0.0, -0.1], [0.0, -0.3, 0.1], [-0.1, 0.2, 0.0], [0.1, 0.0, -0.1], [0.0, 0.0, 0.1], [0.0, 0.2, -0.1], [-0.1, -0.1, -0.1], [-0.1, 0.0, 0.0], [0.0, 0.0, 0.0], [0.0, 0.0, 0.0], [0.1, 0.1, 0.1], [0.0, -0.2, -0.1], [0.0, 0.0, 0.0], [0.0, 0.0, 0.0], [0.0, 0.0, 0.0], [0.0, 0.2, 0.1]]}